(1)
ORCA calculation (wB97M-V/def2-TZVPD) on C7H12F13N2O11S4V as an isolated structure.

Results
Orbital gap (alpha / beta): 7.9 / 9.6 eV
⟨S²⟩: 3.754
Charge: -1
2S+1: 4

Geometry as XYZ:
```
50
Properties=species:S:1:pos:R:3:forces:R:3:lowdin_charge:R:1
V 24.450201 24.845902 -1.053358 -2.44 -0.97 0.88 0.8774
C 19.881288 23.560761 -3.053305 0.86 -2.06 0.34 -0.6784
F 19.196709 22.973658 -4.033626 0.19 0.49 -0.09 0.1424
F 20.057609 24.840933 -3.298337 -0.40 0.49 -0.01 0.1527
F 19.219807 23.335166 -1.924985 -0.16 0.75 0.12 0.1430
S 21.593560 22.758004 -2.873889 0.12 -0.88 0.63 0.6921
O 22.175263 22.747409 -4.192268 -0.42 -0.41 -0.03 -0.3097
O 22.321387 23.657063 -1.988694 -0.59 -0.83 0.58 -0.3280
N 21.189614 21.231400 -2.126214 1.21 3.03 -1.83 -0.2765
S 21.070010 20.069596 -3.223749 -0.86 -0.55 0.01 0.5394
O 20.286759 18.999986 -2.677954 0.60 -0.22 0.61 -0.2985
O 20.665435 20.466185 -4.543768 0.90 0.06 -0.02 -0.3020
C 22.857300 19.387759 -3.266654 -0.85 -0.04 -0.63 -0.6471
F 23.671605 20.190870 -3.939851 0.21 0.48 -0.24 0.1199
F 23.359227 19.275553 -2.034786 -0.29 -0.53 -0.08 0.1150
F 22.886694 18.198461 -3.902769 -0.08 0.25 0.61 0.1151
C 28.318291 26.417934 -2.331891 -0.05 0.47 0.97 -0.6539
F 28.566633 25.291796 -1.673417 -0.02 -0.05 -0.04 0.1352
F 29.334946 27.262786 -2.170141 0.02 -0.27 -0.13 0.1372
F 28.205356 26.131853 -3.617792 -0.32 0.07 -0.19 0.1485
S 26.766041 27.323075 -1.634366 -0.89 -0.53 -0.86 0.7188
O 27.270722 28.551891 -1.082225 -0.59 -1.09 0.12 -0.2705
O 25.885451 27.428872 -2.781949 0.29 -0.40 0.79 -0.3101
N 26.036876 26.144030 -0.557447 1.53 2.55 -2.47 -0.3873
S 26.758332 26.159925 0.837866 1.87 -0.02 3.41 0.5937
O 26.622530 24.859570 1.452524 -0.29 0.86 -0.46 -0.2804
O 28.102870 26.744701 0.849280 -1.88 -0.47 -0.43 -0.3059
C 25.656458 27.400938 1.886428 1.05 -1.53 0.19 -0.6456
F 26.375622 27.917029 2.892081 0.14 0.10 -0.39 0.1266
F 25.198482 28.380151 1.127299 -0.18 0.27 -0.21 0.1378
F 24.662292 26.726654 2.431241 -0.30 0.09 -0.26 0.1485
F 23.405694 24.462814 0.828011 1.15 0.67 -1.95 -0.5753
C 25.399423 23.310484 -3.940551 -0.53 -0.96 -0.07 -0.1063
O 25.118099 24.558370 -3.332750 -0.04 0.24 0.79 -0.1652
H 25.126580 22.488419 -3.281469 0.06 0.32 0.36 0.0585
H 24.710682 23.148217 -4.771886 0.48 0.15 -0.38 0.0894
H 26.464131 23.202145 -4.155911 -0.09 0.16 -0.38 0.0936
H 25.008673 25.214342 -4.025599 0.10 0.24 0.20 0.0910
C 22.695467 26.627731 -3.091797 -1.06 1.11 -0.98 -0.1218
O 23.199619 26.471615 -1.770140 -0.13 0.12 -0.52 -0.1652
H 21.640371 26.918781 -3.108354 -0.22 -0.56 0.58 0.0842
H 23.091337 27.493131 -3.633063 0.96 -0.21 0.26 0.0891
H 22.775264 25.748046 -3.722647 0.30 -0.29 0.53 0.0768
H 23.076858 27.319357 -1.332415 0.18 -0.16 0.31 0.1193
C 24.699486 21.600619 -0.709016 0.30 -1.24 -0.95 -0.0771
O 25.246849 22.913855 -0.927860 0.58 -1.08 0.47 -0.2071
H 24.948188 20.980871 -1.580909 -0.17 0.29 -0.20 0.0675
H 25.285924 21.102698 0.065543 -0.64 0.27 0.60 0.1010
H 23.620104 21.538509 -0.612248 0.08 0.59 0.48 0.0855
H 26.158967 22.693119 -0.708721 0.26 1.18 -0.07 0.1125
```
Positions in Å, forces in eV/Å.

=====

(2)
ORCA calculation (wB97M-V/def2-TZVPD) on a 2-piece molecular cluster, C3H7N3O2 overall.

Results
Orbital gap: 8.4 eV
Charge: 0
2S+1: 1

Geometry as XYZ:
```
15
Properties=species:S:1:pos:R:3:forces:R:3:lowdin_charge:R:1
C 0.347809 0.285903 -0.016408 -4.87 -2.16 0.15 -0.4079
C -1.196124 -0.004941 0.016013 -0.26 0.81 2.30 -0.0757
C 1.035310 -0.618032 -0.788402 0.59 -1.88 -2.22 -0.1303
H 1.105522 2.465752 1.928343 -0.95 -0.41 -0.51 0.0983
H -0.378041 1.529739 2.218322 2.29 0.92 -3.52 0.1884
H -1.521040 -1.055819 -0.367549 0.70 2.25 0.74 0.1338
H -1.583071 0.845842 -0.532838 -0.77 -0.31 -0.35 0.1041
H -1.619924 -0.707972 1.846593 -0.70 3.00 -0.66 0.1240
H 2.141522 -0.823334 -0.150929 -2.82 -0.17 -3.21 0.2127
H 0.521985 -2.082205 -3.476821 3.90 -0.77 4.56 0.2881
N 0.385174 1.917971 1.417314 -2.58 3.31 6.70 -0.0216
N 0.970859 1.141397 0.605235 2.88 -0.26 -0.23 -0.0406
N 0.316893 -1.083852 -1.849879 5.97 0.25 4.94 -0.0503
O -1.781961 0.253573 1.471162 1.56 -4.25 -1.52 -0.1903
O 1.255086 -2.064023 -2.320156 -4.96 -0.33 -7.17 -0.2327
```
Positions in Å, forces in eV/Å.

=====

(3)
ORCA calculation (wB97M-V/def2-TZVPD) on one molecule with the formula C2H8N2O.

Results
Structure (SMILES): NCCNO
Orbital gap: 10.6 eV
Charge: 0
2S+1: 1

Geometry as XYZ:
```
13
Properties=species:S:1:pos:R:3:forces:R:3:lowdin_charge:R:1
N -1.995799 -0.551754 -0.511262 -0.07 -0.12 -0.23 -0.0269
C -1.002036 -0.025518 0.422429 -0.01 0.98 -0.17 -0.3032
C 0.418100 -0.511216 0.133360 0.64 1.22 0.31 -0.1936
N 1.293280 0.739581 0.054546 -0.09 -1.37 -0.02 -0.1088
O 2.658469 0.289474 -0.160039 -0.35 0.45 -0.57 -0.1190
H -2.886587 -0.084081 -0.351070 0.18 -0.20 -0.03 0.0636
H -1.719075 -0.303973 -1.461742 -0.08 -0.09 0.24 0.0670
H -1.289430 -0.281931 1.447663 -0.05 0.04 -0.21 0.1059
H -0.967916 1.087479 0.330078 0.04 -0.51 0.39 0.1069
H 0.484991 -1.036582 -0.824643 0.03 0.16 0.19 0.1102
H 0.775913 -1.157425 0.942067 0.06 -0.11 -0.29 0.1066
H 1.352037 1.134607 0.996992 -0.16 -0.15 -0.26 0.1026
H 2.878053 0.701340 -1.018379 -0.13 -0.31 0.65 0.0888
```
Positions in Å, forces in eV/Å.

=====

(4)
ORCA calculation (wB97M-V/def2-TZVPD) on a 2-piece molecular cluster, C6H15NO overall.

Results
Structure (SMILES): C/C=C(\C)CCN.O
Orbital gap: 9.9 eV
Charge: 0
2S+1: 1

Geometry as XYZ:
```
23
Properties=species:S:1:pos:R:3:forces:R:3:lowdin_charge:R:1
C -1.093260 2.410177 -1.042880 -0.36 0.90 -1.42 -0.1029
C -0.150363 1.563321 -0.256095 -0.50 0.04 0.04 -0.1461
C 0.716499 0.632285 -0.662703 -1.30 0.16 0.96 -0.3190
C 0.897617 0.191977 -2.065096 1.36 -1.19 -1.66 -0.0637
C 1.384220 -0.218149 0.405193 0.28 0.15 -0.98 -0.1561
C 0.424007 -1.324940 0.912239 -0.50 0.78 -0.57 -0.2994
N 1.082485 -2.596732 0.921231 0.67 0.28 0.00 -0.0017
H -0.601687 3.336081 -1.377231 0.10 -0.16 -0.01 0.0777
H -1.542504 1.989209 -1.955126 0.61 -0.39 0.12 0.0745
H -1.985557 2.791338 -0.547824 0.18 -0.30 0.79 0.0658
H -0.236165 1.758846 0.808162 0.34 -0.09 0.21 0.1036
H 0.085114 0.050611 -2.776520 -0.70 0.81 0.47 0.0776
H 1.665742 0.770151 -2.606881 -0.30 0.23 0.26 0.0914
H 1.334677 -0.822491 -2.149599 0.00 0.24 0.65 0.0763
H 2.225290 -0.689566 -0.114436 0.06 -0.19 0.48 0.1010
H 1.802395 0.401591 1.198762 -0.14 -0.11 0.12 0.1121
H 0.030073 -1.059675 1.895155 0.39 -0.18 0.22 0.1085
H -0.490174 -1.276540 0.276614 0.49 -0.23 -0.03 0.1022
H 1.277840 -2.941723 -0.009363 -0.19 -0.22 0.29 0.0733
H 0.704552 -3.266752 1.550605 -0.33 -0.58 0.07 0.0553
O -2.617234 -0.257128 1.602178 -0.75 0.59 0.33 -0.0585
H -2.271523 -1.136150 1.447795 0.51 0.25 -0.17 0.0142
H -1.963174 0.437715 1.438289 0.08 -0.80 -0.16 0.0137
```
Positions in Å, forces in eV/Å.

=====

(5)
ORCA calculation (wB97M-V/def2-TZVPD) on C2H3NS as an isolated structure.

Results
Orbital gap: 7.4 eV
Charge: 0
2S+1: 1

Geometry as XYZ:
```
7
Properties=species:S:1:pos:R:3:forces:R:3:lowdin_charge:R:1
C -0.732169 -0.125839 0.175751 -3.22 1.45 -2.04 -0.3249
C 0.702505 -0.518667 0.061161 1.70 -0.95 0.89 -0.1339
N 0.136721 0.825818 0.077683 0.48 -0.51 -0.09 0.0449
S -2.991761 -0.220313 -0.418842 3.58 0.06 1.12 0.0114
H 1.180047 -0.806719 1.041335 -0.34 0.11 -1.28 0.1041
H 1.211809 -0.939952 -0.869814 -1.15 0.71 1.22 0.1225
H 0.492850 1.785669 -0.067275 -1.06 -0.86 0.18 0.1759
```
Positions in Å, forces in eV/Å.

=====

(6)
ORCA calculation (wB97M-V/def2-TZVPD) on a 9-piece molecular cluster, C4H29N2O8S overall.

Results
Orbital gap (alpha / beta): 8.8 / 3.6 eV
⟨S²⟩: 0.753
Charge: +2
2S+1: 2

Geometry as XYZ:
```
44
Properties=species:S:1:pos:R:3:forces:R:3:lowdin_charge:R:1
N -0.844294 -1.102516 0.684305 0.97 2.68 -0.71 0.1727
C 0.209803 -0.382810 -0.169301 -0.30 -2.25 -0.93 -0.2251
C -0.223278 -0.539909 -1.696743 0.09 1.04 1.02 -0.1901
C 1.053507 -0.339243 -2.566231 -2.44 -0.71 -0.71 -0.4226
S 0.661068 0.232648 -4.267024 0.37 0.01 0.65 1.1580
C 1.572729 -1.124607 0.173693 -2.17 2.45 -1.00 -0.1979
N 2.574298 -0.107686 0.403895 1.60 -0.80 -0.81 0.0346
H -1.605688 -0.404193 0.690864 -0.83 -0.74 -0.36 0.0924
H -0.587059 -1.040304 1.683988 0.65 -0.43 -0.03 0.1029
H -0.936658 -2.037698 0.310163 -0.86 -0.15 0.35 0.1269
H 0.132001 0.676721 -0.066273 0.46 0.67 1.26 0.1073
H -0.971281 0.224521 -1.928170 0.10 0.05 0.08 0.1109
H -0.682902 -1.506835 -1.763030 0.05 -0.17 -0.69 0.0713
H 1.364336 -1.386956 -2.831726 1.09 1.02 0.58 0.1150
H 1.640080 0.462778 -2.119582 1.03 -0.51 -0.03 0.0714
H 1.931804 0.646317 -4.536093 -0.27 -0.03 -0.10 -0.0134
H 1.325745 -1.711148 1.053591 0.63 -0.39 -0.01 0.1091
H 1.685800 -1.743074 -0.736123 0.96 -0.10 1.05 0.1006
H 3.200125 -0.046037 -0.400040 0.12 -0.09 0.62 0.0845
H 2.304357 0.850173 0.581904 -0.72 -0.25 -0.11 0.0462
H -1.068884 3.741117 -1.602492 -0.15 0.39 -0.64 0.0709
H -0.151278 3.367191 -2.898890 -0.72 0.74 0.02 0.0602
O -0.310274 3.275803 -1.957150 0.83 -1.07 0.45 -0.0382
H -2.143885 2.068636 0.848795 0.03 0.08 0.51 0.0642
H -2.387272 1.200749 2.160951 0.06 0.55 -0.04 0.0734
O -2.355962 1.196336 1.199112 -0.03 -0.73 -0.47 -0.0199
H -3.823939 -3.038011 1.196856 -0.17 0.50 -0.17 0.0743
H -3.391946 -1.550331 0.796371 -0.82 -0.31 0.04 0.0403
O -3.107772 -2.390657 1.165764 0.65 -0.32 0.19 -0.0428
H 1.348803 2.966755 -1.153839 -0.13 -0.29 -0.08 -0.0077
H 2.757204 3.242005 -0.682529 0.43 -0.17 -0.25 0.0659
O 2.203651 2.523978 -1.009687 0.21 0.26 -0.45 -0.0822
H 0.770637 2.629197 1.731482 -0.77 -0.27 0.03 0.0564
H 1.269789 3.610642 0.820632 -0.33 0.40 -0.46 0.0519
O 0.494396 3.040314 0.895414 0.41 -0.07 1.24 -0.0614
H 0.030083 -3.340895 -2.567578 0.35 -0.07 0.00 0.0693
H -0.669336 -3.932327 -1.419443 0.44 -0.04 0.36 0.0896
O 0.071766 -3.325319 -1.600699 -0.82 -0.83 -0.35 -0.0459
H -2.141661 -2.094983 3.733481 -0.45 0.31 0.21 0.0473
H -2.033608 -0.615543 4.343966 -0.53 -0.33 0.08 0.0571
O -1.564788 -1.411699 4.086665 0.91 -0.03 -0.32 -0.0323
H 0.382605 -0.712495 3.671792 0.13 0.08 0.11 0.0510
H 1.481081 0.029675 2.800409 0.11 -0.26 0.33 0.0571
O 0.536097 -0.100280 2.938552 -0.17 0.18 -0.45 -0.0534
```
Positions in Å, forces in eV/Å.